73
Properties=species:S:1:pos:R:3:mulliken_charge:R:1 method="wB97M-V/def2-TZVPD" orbital_gap_ev="6.763 / 6.347" charge=0 spin_multiplicity=3 lumo_energy_ev="0.59 / -1.36" s_squared=2.056
Au 0.094 -0.616 0.350 0.578
C -2.808 -0.055 0.162 0.813
C -2.596 1.215 0.767 0.566
C -1.789 1.034 1.870 0.518
C -1.481 -0.395 2.005 1.011
C -2.102 -1.063 0.910 0.154
C -2.419 -2.533 0.843 -1.690
C -1.044 -1.008 3.294 -1.335
C -1.253 2.099 2.767 -1.671
C -3.131 2.535 0.295 -1.730
C -3.661 -0.356 -1.019 -1.612
H -3.378 -2.737 1.329 0.338
H -1.656 -3.129 1.342 0.374
H -2.485 -2.873 -0.191 0.401
H -1.864 -0.945 4.017 0.317
H -0.184 -0.485 3.713 0.217
H -0.774 -2.056 3.172 0.340
H -2.009 2.408 3.495 0.381
H -0.962 2.981 2.194 0.401
H -0.377 1.749 3.313 0.170
H -3.500 3.113 1.143 0.476
H -3.952 2.400 -0.408 0.421
H -2.361 3.134 -0.199 0.244
H -3.157 -1.059 -1.687 0.209
H -3.909 0.541 -1.582 0.355
H -4.596 -0.827 -0.698 0.392
C 1.849 0.011 1.018 0.511
C 2.444 0.505 1.971 -0.804
C 3.064 1.061 3.098 -0.416
C 3.160 2.521 3.121 0.534
C 2.954 3.270 4.287 -0.353
C 2.965 4.654 4.252 -0.830
C 3.202 5.329 3.063 -0.406
C 3.409 4.600 1.898 -0.660
C 3.376 3.219 1.923 -0.518
C 3.456 0.191 4.190 0.634
C 3.102 -1.175 4.177 -0.509
C 3.445 -2.014 5.218 -0.737
C 4.166 -1.533 6.305 -0.434
C 4.565 -0.204 6.315 -0.784
C 4.226 0.645 5.277 -0.286
H 2.742 2.762 5.219 0.607
H 2.773 5.215 5.159 0.379
H 3.221 6.411 3.043 0.397
H 3.595 5.120 0.966 0.393
H 3.518 2.653 1.011 0.454
H 2.552 -1.557 3.328 0.420
H 3.150 -3.056 5.180 0.386
H 4.424 -2.193 7.123 0.380
H 5.159 0.169 7.141 0.378
H 4.581 1.667 5.292 0.672
C -1.622 -1.007 -5.287 -1.230
C -0.217 -0.622 -4.835 -0.823
Sb -0.142 -0.178 -2.698 0.429
C -1.110 1.772 -2.762 -0.382
C -0.867 2.617 -4.006 -1.186
C 1.921 0.513 -2.644 -0.657
C 2.550 0.888 -3.983 -1.134
H -1.647 -1.203 -6.361 0.350
H -2.338 -0.208 -5.078 0.299
H -1.967 -1.907 -4.776 0.331
H 0.145 0.253 -5.375 0.423
H 0.484 -1.440 -5.009 0.457
H -0.756 2.287 -1.865 0.364
H -2.178 1.593 -2.630 0.192
H 0.191 2.848 -4.133 0.220
H -1.403 3.566 -3.935 0.421
H -1.217 2.111 -4.907 0.224
H 2.489 -0.289 -2.172 0.429
H 1.931 1.355 -1.950 0.346
H 2.572 0.036 -4.664 0.289
H 3.581 1.221 -3.839 0.378
H 2.010 1.696 -4.475 0.216



77
Properties=species:S:1:pos:R:3:mulliken_charge:R:1 method="wB97M-V/def2-TZVPD" orbital_gap_ev=9.344 charge=0 lumo_energy_ev=-0.16
Ca -3.898 4.065 -18.857 2.705
B -1.239 5.116 -19.916 0.117
F -1.089 6.007 -20.969 -0.364
F -1.964 5.659 -18.834 -0.290
F -2.044 3.965 -20.323 -0.241
F -0.023 4.637 -19.474 -0.353
B -1.421 3.185 -16.491 0.165
F -1.945 2.277 -15.542 -0.388
F -0.778 4.230 -15.787 -0.366
F -0.561 2.587 -17.382 -0.395
F -2.567 3.727 -17.178 -0.284
C -6.718 1.946 -14.221 -0.426
C -7.881 2.688 -14.879 -0.391
O -7.212 3.601 -15.743 -0.276
C -5.948 3.166 -15.932 0.202
O -5.145 3.683 -16.629 -0.058
O -5.741 2.013 -15.233 -0.284
H -7.026 0.911 -14.046 0.290
H -6.424 2.290 -13.229 0.249
H -8.572 3.153 -14.182 0.334
H -8.444 2.002 -15.519 0.266
C -4.769 8.776 -15.798 -0.429
C -3.661 7.886 -15.199 -0.353
O -3.715 6.734 -16.022 -0.242
C -4.499 6.946 -17.076 0.322
O -4.770 6.151 -17.916 -0.075
O -4.977 8.219 -17.083 -0.370
H -4.492 9.829 -15.833 0.307
H -5.697 8.710 -15.225 0.265
H -4.000 7.657 -14.186 0.249
H -2.659 8.295 -15.140 0.323
C -9.520 3.397 -19.851 -0.409
C -8.921 3.640 -21.232 -0.375
O -7.516 3.545 -20.990 -0.318
C -7.280 3.717 -19.685 -0.308
O -6.221 3.891 -19.180 0.541
O -8.429 3.729 -18.981 -0.325
H -9.900 2.393 -19.663 0.272
H -10.338 4.083 -19.634 0.297
H -9.226 4.588 -21.665 0.269
H -9.167 2.825 -21.912 0.289
C -6.272 -0.752 -18.591 -0.486
C -5.373 -1.188 -17.449 -0.380
O -4.212 -0.423 -17.701 -0.371
C -4.582 0.706 -18.335 0.268
O -3.914 1.661 -18.522 -0.380
O -5.887 0.613 -18.741 -0.056
H -7.344 -0.897 -18.441 0.352
H -6.102 -1.273 -19.542 0.225
H -5.194 -2.260 -17.543 0.366
H -5.804 -0.986 -16.469 0.191
C -2.825 9.965 -21.201 -1.447
C -3.836 8.942 -21.644 0.430
C -3.626 8.202 -22.986 -0.501
O -3.903 6.853 -22.661 -0.381
C -4.058 6.708 -21.322 0.113
O -4.254 5.655 -20.810 -0.161
O -3.905 7.876 -20.691 -0.259
H -3.149 10.397 -20.255 0.329
H -2.716 10.756 -21.942 0.416
H -1.860 9.482 -21.036 0.334
H -4.830 9.401 -21.685 0.204
H -2.675 8.360 -23.489 0.342
H -4.425 8.578 -23.630 0.300
C -4.634 -1.358 -23.150 -1.489
C -3.957 -0.022 -22.955 0.350
C -4.351 1.064 -23.972 -0.541
O -4.376 2.248 -23.176 -0.319
C -4.426 1.921 -21.877 0.332
O -4.514 2.689 -20.982 0.188
O -4.318 0.577 -21.710 -0.143
H -5.720 -1.316 -23.170 0.344
H -4.377 -1.951 -22.264 0.329
H -4.197 -1.875 -24.001 0.421
H -2.872 -0.147 -22.949 0.286
H -5.366 0.921 -24.341 0.333
H -3.609 1.115 -24.761 0.315



no.,electronic energy (hartree)
1,-1581.01860
2,-3660.17577